[1]
Density functional theory data (wB97M-V/def2-TZVPD) for a 8-piece molecular cluster, C5H26O8 overall.

Cartesian coordinates (Å):
O -0.94 4.63 -5.60
O -0.32 -2.42 1.35
O 2.76 -6.61 -1.64
O -7.68 -4.35 5.67
O -2.72 5.36 -0.50
O 7.78 -0.43 2.14
O 3.98 -1.89 5.37
O 3.91 3.89 -6.23
C -7.05 -4.81 4.47
C -4.00 5.03 0.14
C 0.36 -0.70 -0.11
C -0.85 -1.31 0.62
C 4.66 3.23 -5.19
H 4.14 2.30 -4.94
H -0.04 4.37 -5.81
H 1.04 -0.20 0.58
H -1.33 -0.55 1.23
H -1.34 4.80 -6.45
H -7.79 -3.40 5.69
H -2.73 5.10 -1.42
H -3.89 5.19 1.21
H 5.73 3.19 -5.40
H 0.38 -2.04 1.89
H 3.50 -1.73 6.18
H -4.82 5.64 -0.26
H -4.21 3.96 0.17
H 4.64 3.68 -4.19
H -7.81 -4.81 3.68
H 4.43 4.67 -6.44
H 2.29 -6.09 -0.98
H -1.47 -1.70 -0.18
H 1.04 -1.28 -0.73
H 4.44 -2.72 5.52
H -6.77 -5.84 4.69
H 7.71 -1.26 1.68
H -0.04 0.12 -0.71
H 6.98 -0.37 2.65
H -6.20 -4.15 4.31
H 2.23 -6.51 -2.43

## Properties
SMILES	CCO.CO.CO.CO.O.O.O.O
charge	0
E_HOMO	-10.349	eV


[2]
Density functional theory data (wB97M-V/def2-TZVPD) for C34H34As2ClN5O8SV as an isolated structure.

Cartesian coordinates (Å):
As -1.48 -2.78 4.37
As -0.52 -2.45 0.90
V -0.94 0.69 -1.18
Cl -2.92 -0.68 -1.33
S 1.38 0.65 -0.87
O 2.34 -3.13 0.69
O 1.98 -2.63 5.03
O -2.78 0.73 4.56
O 2.63 -4.37 2.55
O 0.49 0.68 2.06
O -1.65 1.15 2.77
O -1.16 0.88 0.53
O 1.33 -4.73 5.26
N 0.53 -2.88 -7.60
N -0.51 -0.28 -3.04
N 2.93 -0.86 -2.50
N -1.49 10.38 -2.87
N 2.69 1.13 -3.27
C -1.09 3.70 -1.96
C -0.29 -0.26 -5.42
C 3.55 0.46 -4.12
C -0.80 0.44 1.81
C 2.32 2.54 -3.41
C -3.64 -0.07 5.44
C 0.00 -1.62 -5.41
C 0.28 -3.27 3.58
C 1.31 -3.55 4.66
C -0.79 -1.99 6.03
C -0.23 7.29 -1.86
C 2.31 0.31 -2.29
C 0.66 -5.86 4.69
C -2.28 5.64 -2.83
C -0.15 5.93 -1.68
C -0.23 -1.59 -3.04
C -1.42 9.25 -2.72
C -2.80 0.99 -1.94
C -2.06 0.26 3.64
C 0.60 -3.22 2.29
C 0.90 2.07 2.15
C -1.17 5.09 -2.16
C -1.09 -1.01 2.10
C -1.63 -1.11 3.32
C -0.54 0.37 -4.22
C -1.01 2.48 -1.81
C -1.33 7.83 -2.53
C 1.97 -3.56 1.75
C -2.11 -3.60 1.06
C -2.35 7.01 -3.02
C 4.00 -4.71 2.20
C 3.71 -0.79 -3.63
C 0.03 -2.30 -4.19
C 0.29 -2.32 -6.63
H -1.61 -1.60 6.62
H 0.54 7.95 -1.49
H -0.20 -2.08 -2.07
H -0.35 -5.61 4.35
H -2.96 1.03 -3.01
H -2.52 -3.68 2.06
H -3.45 0.28 6.44
H 1.98 2.05 2.07
H 3.99 0.94 -4.98
H -0.78 1.43 -4.18
H 1.99 2.91 -2.45
H 3.19 3.10 -3.74
H 4.18 -5.69 2.62
H -0.02 -1.24 5.86
H 4.31 -1.61 -3.97
H 4.12 -4.71 1.12
H -2.87 -3.24 0.37
H 0.69 5.50 -1.15
H 1.52 2.64 -4.14
H -3.43 -1.13 5.33
H 4.66 -3.97 2.65
H -3.20 7.45 -3.53
H 1.24 -6.25 3.86
H 0.25 -3.36 -4.15
H -1.79 -4.59 0.73
H 0.59 2.48 3.10
H -0.33 0.29 -6.35
H -4.66 0.16 5.13
H -3.42 1.64 -1.35
H 0.59 -6.60 5.48
H 2.88 -1.64 -1.85
H -3.06 5.00 -3.20
H -0.35 -2.82 6.60
H 0.48 2.65 1.33

## Properties
charge	+3
E_HOMO (alpha / beta)	-15.866 / -15.866	eV


[3]
Density functional theory data (wB97M-V/def2-TZVPD) for C5H11O4Pd as an isolated structure.

Cartesian coordinates (Å):
Pd -0.96 0.01 -1.06
O -0.28 0.90 0.42
O 1.38 0.25 -1.79
O -0.65 -1.75 -0.60
O -2.60 -0.09 0.22
C -1.00 0.78 1.63
C 1.85 0.53 -0.50
C 1.00 1.50 0.31
C 0.79 -1.05 -2.02
C -2.07 -0.27 1.38
H 2.87 0.94 -0.57
H 0.71 -1.20 -3.11
H 1.83 -0.42 0.07
H -0.37 0.47 2.48
H -2.75 -0.39 2.24
H 1.47 1.63 1.29
H -1.46 1.76 1.81
H 1.50 -1.81 -1.65
H -1.00 -2.54 -1.04
H -1.21 -1.74 0.62
H 0.92 2.50 -0.13

## Properties
charge	+1
<S²>	2.173
spin multiplicity	3
E_HOMO (alpha / beta)	-11.750 / -12.616	eV


Calculated total energy in order - -807.888387 -8464.547945 -625.341002 Ha